A structure of composition C47H54GeO2S7SiW in a non-equilibrium geometry. Source: the Open Molecules 2025 dataset; level of theory: wB97M-V/def2-TZVPD.

For the LUMO energy (alpha / beta), the calculation gives 0.0058 / 0.0065 Eh. The HOMO energy (alpha / beta) comes out at -5.97 / -6.09 eV. The calculation puts the relative energy (zero: lowest compared OMol25 entry of this formula, charge and spin) at 37.4 kcal per mole. The HOMO-LUMO gap (alpha / beta) comes out at 0.2252 / 0.2303 Ha. As for the net charge: 0.

```
113
Properties=species:S:1:pos:R:3:mulliken_charge:R:1
W -0.25 0.36 -0.05 1.398
Ge -1.73 -1.50 3.02 2.062
S -1.05 1.98 -1.86 -0.725
S -3.97 6.77 -0.07 -0.220
S -2.11 4.83 1.20 -0.142
S -2.83 4.47 -1.56 -0.048
S -0.38 -3.50 0.29 0.660
S -0.48 2.33 1.40 -0.509
S 3.18 -0.84 -1.36 0.456
Si 0.93 2.71 -2.65 0.168
O 0.69 -0.55 1.78 -0.815
O 1.77 -0.89 -0.81 -1.250
C 0.32 -3.34 3.76 -0.132
C -5.21 -0.22 1.08 -0.808
C -2.73 -0.90 -1.78 -0.085
C 2.70 1.46 -4.46 -1.657
C -0.56 -0.67 1.64 0.171
C -0.99 -0.75 5.75 -0.528
C 0.80 5.43 -1.79 -1.598
C 5.77 0.90 1.90 -0.530
C -3.02 5.44 -0.15 0.164
C 4.50 0.44 2.21 -0.874
C 5.46 0.29 -0.40 -0.646
C -1.56 -0.33 4.56 0.262
C -1.16 -5.67 3.50 -0.872
C 0.67 0.16 -3.88 -2.620
C 1.53 -3.79 -1.74 0.284
C -6.20 -1.07 1.54 -0.579
C -1.68 3.33 -0.89 -0.751
C 0.36 -4.48 -1.05 -1.287
C 0.48 2.09 -5.40 -2.340
C 3.73 -2.58 -1.37 -1.184
C 2.28 4.87 -3.68 -1.984
C 4.20 -0.19 -0.07 0.481
C 0.92 -4.57 3.98 -0.879
C 2.69 -3.52 -0.79 -0.566
C -3.89 -0.40 1.49 0.078
C -1.34 1.43 6.72 -0.485
C 0.17 -5.74 3.85 -0.537
C 1.20 1.57 -4.15 3.273
C -5.87 -2.09 2.43 -0.851
C -1.76 -4.43 3.27 -0.180
C -1.70 -2.72 -0.59 -0.045
C -1.03 -3.25 3.41 0.140
C -0.88 0.13 6.83 -0.691
C -2.03 0.99 4.46 -0.429
C -2.88 -3.44 -0.75 -0.622
C 0.90 4.57 -3.06 2.092
C -4.56 -2.26 2.84 -0.530
C -0.17 5.03 -4.05 -1.592
C -3.55 -1.42 2.36 0.552
C 6.25 0.83 0.60 -0.699
C -3.97 -2.93 -1.43 -0.897
C -3.88 -1.65 -1.97 -0.880
C -1.38 3.46 0.41 0.855
C -1.64 -1.38 -1.03 0.447
C -1.91 1.86 5.53 -0.848
C 3.70 -0.12 1.22 0.298
C 2.18 2.43 -1.29 -0.300
H -0.42 0.13 -3.82 0.514
H -0.43 -0.22 7.76 0.402
H -0.62 -1.76 5.86 0.316
H -5.46 0.58 0.40 0.479
H 0.92 3.00 -5.80 0.409
H -3.12 0.27 1.10 0.206
H -2.79 -4.40 2.95 0.174
H 2.83 0.79 -5.32 0.539
H 0.95 -0.48 -4.72 0.697
H 2.31 -3.10 0.15 -0.036
H 0.92 -2.44 3.85 0.462
H -4.34 -3.04 3.56 0.425
H -4.88 -3.51 -1.54 0.450
H 0.67 -5.43 -0.61 0.465
H 1.05 -0.29 -2.96 0.352
H -2.48 1.34 3.55 0.382
H 0.64 -6.70 4.02 0.401
H -2.93 -4.44 -0.32 0.461
H -7.22 -0.93 1.23 0.389
H -2.27 2.88 5.44 0.416
H 2.70 -0.46 1.43 0.198
H 3.11 4.55 -3.06 0.318
H -1.25 2.11 7.56 0.385
H 6.39 1.34 2.67 0.402
H 2.00 1.51 -0.72 -0.502
H -0.43 -4.70 -1.77 0.542
H -4.71 -1.22 -2.52 0.404
H -0.08 4.56 -5.02 0.347
H 3.20 2.39 -1.69 0.510
H -0.58 2.26 -5.23 0.352
H 4.67 -2.60 -0.81 0.574
H 1.89 -4.42 -2.56 0.545
H 0.56 1.33 -6.19 0.546
H 5.81 0.26 -1.43 0.424
H 2.40 4.43 -4.67 0.359
H -1.75 -6.57 3.38 0.424
H 0.85 6.48 -2.08 0.596
H 3.26 1.04 -3.63 0.152
H -0.06 6.11 -4.20 0.496
H -6.65 -2.75 2.80 0.425
H 7.24 1.21 0.36 0.431
H -0.14 5.29 -1.25 0.126
H 3.95 -2.81 -2.42 0.542
H -0.59 -0.92 -1.34 -0.444
H 2.37 5.95 -3.81 0.551
H -1.18 4.86 -3.68 0.168
H 1.96 -4.63 4.25 0.429
H 3.16 2.41 -4.73 0.293
H 2.11 3.23 -0.56 0.253
H -2.70 0.09 -2.20 0.503
H 3.20 -4.46 -0.54 0.677
H 4.13 0.51 3.22 0.511
H 1.17 -2.86 -2.17 -0.416
H 1.61 5.25 -1.09 0.352
```